Entry from OMol25: a structure of composition C21H49N6O7Pt in a non-equilibrium geometry (ωB97M-V with the def2-TZVPD basis set).

Charge ... +2
E_HOMO (alpha / beta) ... -13.1 / -13.1 eV
Spin multiplicity ... 4
DFT total energy ... -49066.0340 eV
LUMO (alpha / beta) ... -9.17 / -10.56 eV
HOMO-LUMO gap (alpha / beta) ... 3.9 / 2.5 eV

Each line ends with the Mulliken spin population.
CARTESIAN COORDINATES (ANGSTROEM)
1 Pt -15.907650 -13.443160 -3.838290  1.647
2 C -18.107140 -17.237550 -2.445750  0.009
3 C -17.911250 -15.791480 -1.976350  -0.013
4 C -17.686180 -15.779470 -0.447510  0.101
5 O -16.960800 -14.921450 -2.543800  0.842
6 H -18.723520 -17.885100 -1.822180  -0.002
7 H -17.220090 -17.843900 -2.262460  -0.002
8 H -18.522070 -17.324290 -3.449940  0.004
9 H -18.913320 -15.368120 -2.045100  0.128
10 H -16.805310 -16.309840 -0.085740  0.009
11 H -18.549230 -16.229250 0.043330  -0.010
12 H -17.761530 -14.792810 0.009580  0.004
13 C -14.672130 -15.899460 -5.836070  0.002
14 O -15.400220 -15.112040 -5.235940  0.069
15 N -14.675840 -17.192130 -5.528810  0.020
16 C -15.616190 -17.745360 -4.621170  -0.001
17 C -13.721650 -18.034620 -6.175490  -0.001
18 H -14.034070 -15.555010 -6.664580  0.001
19 H -15.887600 -18.701620 -5.068370  0.001
20 H -16.517220 -17.142270 -4.509240  -0.001
21 H -15.224420 -17.873820 -3.612150  0.001
22 H -13.181370 -18.786540 -5.600320  0.003
23 H -14.193530 -18.880190 -6.675920  0.001
24 H -12.969470 -17.601360 -6.834730  0.000
25 C -19.704940 -20.645580 -4.166970  0.000
26 O -19.952670 -20.573770 -5.413910  0.000
27 N -20.643210 -20.668150 -3.240580  0.000
28 C -22.091890 -20.769940 -3.591510  0.000
29 C -20.339270 -20.288300 -1.844180  0.000
30 H -18.679110 -20.578520 -3.772790  0.000
31 H -22.720360 -21.393890 -2.956050  0.000
32 H -22.063870 -21.479170 -4.418750  0.000
33 H -22.518570 -19.783860 -3.775020  0.000
34 H -19.276430 -20.062530 -1.757620  0.000
35 H -20.812350 -19.351280 -1.550430  0.000
36 H -20.649360 -21.071570 -1.152500  0.000
37 C -16.195160 -13.607310 2.274390  0.000
38 O -16.503210 -13.224320 3.377730  0.000
39 N -15.064510 -14.269190 1.902980  0.001
40 C -14.620630 -14.621900 0.525510  0.004
41 C -14.005340 -14.553700 2.850230  0.000
42 H -16.733700 -13.488550 1.321460  0.001
43 H -14.087750 -15.571840 0.483600  -0.002
44 H -13.744230 -14.009210 0.314230  0.000
45 H -15.338030 -14.477620 -0.282340  -0.002
46 H -13.133100 -13.913240 2.719350  0.000
47 H -14.327760 -14.384210 3.877570  0.000
48 H -13.709050 -15.595260 2.725930  0.000
49 C -13.604350 -15.025940 -2.532200  0.000
50 O -14.078890 -13.968630 -2.922200  0.150
51 N -12.334300 -15.345470 -2.635230  0.026
52 C -11.717820 -16.619210 -2.252050  0.001
53 C -11.407210 -14.365370 -3.231920  0.000
54 H -14.217100 -15.767870 -1.997150  0.004
55 H -11.083470 -17.149690 -2.962180  0.001
56 H -12.460090 -17.318840 -1.867800  0.000
57 H -11.132540 -16.299170 -1.390010  0.000
58 H -11.681580 -13.320600 -3.377820  0.000
59 H -10.533280 -14.203100 -2.601030  0.000
60 H -10.909760 -14.617470 -4.168450  0.000
61 C -17.508340 -18.899790 3.094630  0.000
62 O -18.100490 -19.894820 2.559030  0.000
63 N -18.047210 -17.654320 3.305350  0.001
64 C -17.169780 -16.558320 3.609890  0.000
65 C -19.442030 -17.443000 3.017840  -0.001
66 H -16.484410 -18.848890 3.496090  0.000
67 H -16.436230 -16.935630 4.322370  0.000
68 H -17.593680 -15.745790 4.199970  0.000
69 H -16.559800 -16.218480 2.772910  0.000
70 H -20.010820 -17.198870 3.915050  0.000
71 H -19.710660 -16.567500 2.426720  0.000
72 H -19.908230 -18.390790 2.748660  0.000
73 C -22.841900 -13.702040 -4.020030  0.000
74 O -23.840400 -14.137940 -4.530590  0.001
75 N -21.794920 -14.465100 -3.554720  0.002
76 C -21.002570 -13.986620 -2.445420  0.004
77 C -21.699490 -15.882340 -3.772160  0.000
78 H -22.692510 -12.616860 -3.909270  0.000
79 H -21.422730 -13.124070 -1.928140  0.001
80 H -20.139070 -13.566300 -2.960980  -0.001
81 H -20.875630 -14.769250 -1.697440  -0.001
82 H -21.987750 -16.042210 -4.811120  0.000
83 H -20.703810 -16.325850 -3.767590  0.000
84 H -22.313180 -16.512570 -3.128500  0.000

Cartesian forces, eV/Å:
0.83 -2.50 0.15
0.82 -0.37 -0.34
0.76 -1.25 1.31
-0.88 0.43 1.14
-1.50 -0.41 -0.40
-0.88 1.03 0.44
0.67 0.27 -0.78
0.41 -0.04 -0.11
-0.23 1.23 -0.41
0.09 0.06 -0.39
-0.08 -0.59 -0.34
0.57 0.26 -0.44
0.86 -1.11 -0.31
-1.89 2.11 1.23
1.44 2.02 -0.90
-0.91 -0.72 0.42
0.65 -2.95 -0.98
0.02 -0.33 0.28
-0.22 -0.19 0.48
0.29 0.09 -0.43
0.30 -0.23 -0.04
0.48 1.01 1.64
-0.91 0.64 -1.16
-0.55 0.57 0.12
-0.66 1.06 -4.40
1.12 -0.54 3.37
-1.85 0.27 2.70
1.29 -1.18 -0.77
0.20 -0.22 -0.68
0.01 -0.17 0.01
0.49 0.59 1.15
-0.31 0.93 -0.90
-0.09 -0.29 -0.28
0.16 -0.53 0.10
-0.51 0.01 -0.21
0.18 0.08 0.02
0.44 -0.02 -0.95
0.16 -0.37 -0.66
1.32 -0.90 -0.37
0.56 1.23 0.96
0.01 -0.09 0.67
-0.99 0.52 0.26
-0.93 -0.78 0.31
-0.07 0.80 -0.25
-0.22 -0.09 0.40
0.06 0.07 -0.32
-0.28 -0.11 -0.17
0.14 -0.04 0.18
0.88 -3.42 1.21
-0.92 3.29 -1.08
0.23 1.25 -2.10
-0.32 0.31 1.92
1.78 0.97 0.00
0.01 0.00 -0.32
-0.23 0.69 -0.47
-0.19 0.12 -0.17
0.50 -0.66 0.01
-1.28 -0.39 0.23
-0.08 -0.58 0.62
-0.65 -0.88 -0.21
-2.09 -1.59 -1.25
2.18 3.42 1.88
-0.57 -0.83 -0.89
1.05 -0.36 1.26
-1.17 0.02 1.11
0.14 -0.88 -0.32
0.29 -0.15 0.05
-0.55 0.04 -0.60
-0.44 0.33 -0.29
0.34 0.04 0.65
0.51 -0.27 -0.86
0.27 0.22 -0.77
-0.56 -0.36 -0.04
0.29 -0.17 -0.29
0.08 -0.27 0.95
-0.11 1.23 -0.82
-0.81 -0.60 -1.49
0.18 0.00 0.32
-0.42 -0.11 -0.03
1.13 -0.32 0.88
0.38 0.02 -0.11
-0.48 -0.28 0.09
0.50 0.68 0.43
-0.26 0.18 0.14